The following is a quantum chemistry calculation of a single C19H19N3O4S molecule at a distorted geometry, from OMol25.

Results
Maximum force ... 1.13 eV Å⁻¹
Total charge ... 0
SMILES ... CCOC(=O)CSC1=C(C#N)[C@H](c2ccccc2OCC)[C@@H](C#N)C(=O)N1
E_HOMO ... -8.778 eV
Energy relative to the best compared isomer or geometry (same formula, charge and spin) ... 1.590 eV

Each line ends with the Löwdin charge.
CARTESIAN COORDINATES (ANGSTROEM)
C: 1.84966 -2.90102 -0.02453  -0.176
H: 4.08193 0.76381 -2.90659  0.069
C: 1.42082 -0.80903 1.16223  -0.155
C: 3.23858 0.48403 -0.01315  -0.214
C: 3.80740 -0.79947 1.94324  -0.017
C: 0.96002 1.62525 1.57564  -0.239
O: -4.09112 -0.92484 0.54678  0.088
N: -1.27343 -1.05981 0.43611  0.127
O: -5.43510 0.83565 0.19799  0.009
H: 3.09812 2.63018 -1.47529  0.122
H: 3.50898 -1.46151 2.74279  0.120
C: 4.56035 0.89845 -0.10347  -0.008
C: 3.11863 1.21507 -3.13070  -0.057
H: 4.87845 1.56419 -0.88937  0.106
H: -8.07841 -1.24536 0.04488  0.081
H: 1.18992 -1.17305 -0.95523  0.168
N: 2.53286 -3.81558 0.00233  0.194
H: 1.49831 2.21716 -2.11555  0.127
C: 2.48791 1.81462 -1.87706  -0.229
C: -3.17692 1.09705 -0.37037  -0.316
S: -1.98975 1.49589 0.97419  1.046
C: -4.27731 0.20747 0.16718  -0.562
H: -7.26331 0.89481 1.03352  0.127
H: -2.63391 0.60562 -1.17607  0.100
C: 5.49360 0.46290 0.82165  -0.070
H: -6.24645 -0.47927 1.56926  0.126
H: -3.58484 2.04906 -0.70283  0.087
C: 5.12566 -0.39079 1.84272  -0.077
H: 5.85470 -0.73427 2.55937  0.103
H: 2.47063 0.44533 -3.54373  0.078
C: 2.85758 -0.37012 1.03374  -0.141
H: 3.25777 1.99304 -3.87620  0.079
C: -0.82010 0.17362 0.84655  -0.475
N: 1.38543 2.64637 1.88386  0.199
H: -7.45855 -0.18347 -1.22779  0.080
C: 1.01922 -1.72103 -0.01782  -0.147
H: 1.30722 -1.37509 2.09779  0.169
O: 2.24143 0.84541 -0.87653  -0.080
H: -6.48373 -1.54617 -0.65288  0.077
C: -7.18671 -0.77201 -0.35489  -0.057
H: 6.51646 0.79675 0.73398  0.106
C: 0.47157 0.37016 1.18807  -0.212
C: -0.46523 -2.08661 0.02602  -0.401
C: -6.56769 0.11856 0.71089  -0.197
O: -0.92052 -3.14771 -0.31457  0.127
H: -2.28011 -1.25423 0.46388  0.114

The following is a quantum chemistry calculation of a single C19H19N3O5S molecule, from OMol25.

Results
Maximum force ... 0.91 eV Å⁻¹
Total charge ... 0
SMILES ... CCOC(=O)CNS(=O)(=O)c1cc(-c2n[nH]c(=O)c3ccccc23)ccc1C
E_HOMO ... -8.552 eV
Energy relative to the best compared isomer or geometry (same formula, charge and spin) ... 1.944 eV

Each line ends with the Löwdin charge.
CARTESIAN COORDINATES (ANGSTROEM)
C: -3.05723 1.04665 -0.44782  -0.082
H: -3.70671 1.80823 2.78595  0.109
C: 2.76989 -2.46286 0.40589  -0.525
H: -6.00858 1.30928 2.05305  0.106
C: 3.56681 1.57771 -0.07250  -0.030
C: -5.19341 1.24064 1.34864  -0.061
C: 1.58731 1.99834 -1.55724  -0.014
H: 4.11261 0.65918 -0.28059  0.076
O: -5.75239 0.26680 -2.75218  0.064
C: -0.58727 1.07383 -1.09773  -0.154
H: 2.22503 2.61162 -2.17690  0.115
H: 3.67586 1.78442 0.98932  0.085
C: -5.43726 0.90210 0.03693  -0.002
H: 6.44930 -2.36454 1.34596  0.079
H: 1.13689 -3.66654 1.09431  0.140
C: -3.89191 1.51626 1.76288  -0.057
C: -2.00952 0.93323 -1.44236  -0.184
C: 5.95851 -1.79149 0.56403  -0.053
H: -3.65689 0.34973 -4.06391  0.162
C: 2.13134 1.38644 -0.42904  -0.236
O: 3.18043 -0.48360 1.94700  -0.274
H: 2.33063 -3.22459 2.35201  0.133
C: -4.38020 0.81232 -0.86928  -0.069
H: 5.37532 -1.00194 1.03370  0.057
N: 0.95032 -1.70729 1.76689  -0.114
H: 4.63547 -2.16106 -1.11832  0.118
H: 4.00413 2.38771 -0.65153  0.084
N: -2.27599 0.71374 -2.68902  0.124
H: -0.14864 2.33489 -2.76417  0.114
O: 1.14678 0.50614 2.90944  -0.281
N: -3.53751 0.53397 -3.07304  0.078
H: 6.71203 -1.35536 -0.08557  0.080
O: 2.50933 -1.71573 -0.50141  0.109
C: -4.66046 0.50627 -2.27591  -0.417
S: 1.76870 -0.22923 1.84330  0.699
H: 0.36452 -1.81846 2.58081  0.114
H: -6.43506 0.70874 -0.32643  0.121
H: 5.52320 -3.60872 -0.55287  0.125
C: 1.77128 -2.86190 1.48172  -0.117
C: -0.04629 0.42467 0.00683  -0.026
C: -2.83672 1.42727 0.88215  -0.011
C: 5.02744 -2.68595 -0.24160  -0.194
C: 0.25674 1.84763 -1.89105  -0.001
O: 3.92424 -3.08241 0.58313  0.011
H: -1.83777 1.66495 1.21367  0.112
C: 1.28657 0.58291 0.32293  -0.230
H: -0.64260 -0.23372 0.61718  0.118